Record 1
C2H12N2O4 as an isolated structure. Source: the Open Molecules 2025 dataset; level of theory: ωB97M-V/def2-TZVPD.

Structure (XYZ):
```
20
C2H12N2O4, DFT ωB97M-V/def2-TZVPD
N -0.29327 0.39056 2.06506
C 0.62239 -0.55397 1.57028
C 0.44177 -0.57918 -0.00045
N -0.85460 -0.99817 -0.29304
O 1.36994 -1.27376 -0.53680
H -0.33044 0.40928 3.08096
H -0.01933 1.34945 1.65587
H 1.65347 -0.28812 1.83750
H 0.41169 -1.51960 2.02494
H -1.54124 -0.29222 -0.01290
H -0.89667 -1.19354 -1.32094
H 0.86257 -1.82572 -1.60714
H 0.23338 -3.05742 -2.59301
O 0.30186 -2.10079 -2.48894
H 0.52736 0.52540 -0.37583
H 0.44299 3.25143 0.95625
O 0.46969 2.34447 0.60551
H -1.34209 1.91920 -2.27676
H -0.73813 2.00513 -0.86516
O -1.32132 1.48757 -1.42537
```


Record 2
A 3-piece molecular cluster, C2H12NO2 overall. Source: the Open Molecules 2025 dataset; level of theory: ωB97M-V/def2-TZVPD.

Computed properties:
Charge: +1

Structure (XYZ):
```
17
C2H12NO2, DFT ωB97M-V/def2-TZVPD
C 0.41893 -1.14603 1.65593
N 1.05430 -1.14867 0.25797
C 0.27607 -1.92601 -0.75519
H 1.05093 -0.69197 2.42640
H 0.37277 -2.22751 1.80487
H -0.56298 -0.69095 1.51654
H 1.02486 -0.11364 -0.06038
H 2.02338 -1.46063 0.26000
H 0.98673 -2.63295 -1.16709
H -0.66352 -2.36415 -0.37072
H -0.10992 -1.34140 -1.62008
H -2.53122 2.92525 0.64900
H -2.17008 3.15647 -0.80362
O -2.14487 2.48778 -0.11352
H -0.22161 1.51821 -0.80970
H 1.17452 1.89638 -1.07894
O 0.64961 1.09699 -0.93010
```


no.,LUMO energy (eV),largest force on an atom (hartree/bohr)
1,-4.31,0.0594
2,-3.00,0.0446